Entry 1:
ORCA calculation (wB97M-V/def2-TZVPD) on a structure of composition C4H12N4.

XYZ file:
```
20
Properties=species:S:1:pos:R:3
C -0.338 1.341 -1.207
C 1.773 0.392 0.966
N 0.868 -0.450 0.184
N -0.717 0.481 -2.280
C -0.472 0.134 0.038
N 0.878 -1.764 0.752
N -1.219 -0.721 -0.969
C -1.253 0.329 1.195
H 0.114 -0.027 -2.588
H 0.084 -1.887 1.381
H 0.843 -2.454 0.011
H -0.954 -1.709 -1.021
H -2.223 -0.580 -0.901
H -1.075 2.124 -1.037
H 0.671 1.744 -1.257
H 1.512 0.423 2.031
H 2.780 -0.013 0.871
H 1.758 1.412 0.583
H -0.783 0.481 2.156
H -2.247 0.745 1.090
```

Properties
* LUMO (alpha / beta): 0.001 / 0.026 hartree
* Kohn-Sham gap (alpha / beta): 6.7 / 8.1 eV
* HOMO level (alpha / beta): -6.6 / -7.3 eV
* total charge: 0
* relative energy (zero: lowest compared OMol25 entry of this formula, charge and spin): 146.34 kcal per mole

Atomic partial charges in e from the Mulliken method, atoms 1 to 6: C -0.603; C -0.859; N 0.023; N -0.537; C 0.619; N -0.734

---

Entry 2:
ORCA calculation (wB97M-V/def2-TZVPD) on a cluster of 2 separate species, C4H12N4 in total at a distorted geometry.

XYZ file:
```
20
Properties=species:S:1:pos:R:3
C -0.745 -0.201 1.227
C 2.564 -0.037 -4.490
C -2.513 -0.176 2.900
C 2.027 -0.853 -3.549
N 0.257 0.297 0.619
N -1.384 0.477 2.258
N -1.223 1.750 2.615
N 0.927 -0.344 -0.266
H -1.106 -1.231 1.145
H 2.132 -0.131 -5.417
H 3.486 0.615 -4.356
H 1.864 0.025 -0.527
H -3.175 -0.796 2.296
H -2.180 -0.797 3.682
H -3.259 0.610 3.315
H 2.644 -0.932 -2.605
H 1.282 -1.496 -3.840
H -0.457 2.382 2.214
H -1.841 2.141 3.312
H 0.698 -1.303 -0.534
```

Properties
* LUMO (alpha / beta): -0.446 / -0.416 hartree
* Kohn-Sham gap (alpha / beta): 3.2 / 4.9 eV
* HOMO level (alpha / beta): -15.4 / -16.2 eV
* total charge: +2
* relative energy (zero: lowest compared OMol25 entry of this formula, charge and spin): 140.21 kcal per mole

Atomic partial charges in e from the Mulliken method, atoms 1 to 6: C 0.077; C -0.454; C -0.802; C -0.420; N -0.050; N 0.518

---

Entry 3:
ORCA calculation (wB97M-V/def2-TZVPD) on a structure of composition C4H12N4O at a distorted geometry.

XYZ file:
```
21
Properties=species:S:1:pos:R:3
C 0.694 -1.497 0.721
N -2.143 -1.377 1.512
O -1.015 -0.825 0.794
H -1.909 -1.340 2.502
H -2.221 -2.353 1.235
H 0.797 -1.946 -0.261
H 1.415 -0.713 0.913
H 0.585 -2.186 1.553
C 0.904 1.450 -0.443
C -0.025 0.527 -1.104
N 0.449 2.061 0.723
N 0.449 -0.048 -2.274
C -1.329 0.320 -0.648
N 2.065 1.618 -0.968
H 1.162 2.515 1.272
H -0.177 1.511 1.290
H 1.435 0.103 -2.434
H 0.003 -0.891 -2.601
H 2.672 2.211 -0.403
H -1.822 1.101 -0.085
H -1.992 -0.243 -1.293
```

Properties
* LUMO (alpha / beta): 0.024 / 0.024 hartree
* Kohn-Sham gap (alpha / beta): 7.1 / 7.1 eV
* HOMO level (alpha / beta): -6.5 / -6.5 eV
* total charge: 0
* relative energy (zero: lowest compared OMol25 entry of this formula, charge and spin): 138.83 kcal per mole

Atomic partial charges in e from the Mulliken method, atoms 1 to 6: C -0.614; N -0.512; O -0.133; H 0.231; H 0.232; H 0.246

---

Entry 4:
ORCA calculation (wB97M-V/def2-TZVPD) on an isolated molecule of C4H12N4O2.

XYZ file:
```
22
Properties=species:S:1:pos:R:3
C -0.227 -0.456 2.496
N 0.202 0.264 1.300
C -0.836 0.742 0.269
O -1.759 -0.334 0.168
O -1.274 1.895 0.408
H -2.616 0.098 0.054
H 0.768 1.075 1.530
H -0.911 0.138 3.111
H 0.654 -0.699 3.092
H -0.736 -1.369 2.196
C 1.162 -1.641 -0.479
C 0.285 0.515 -1.128
N -0.367 -0.174 -2.219
N 0.771 1.807 -1.537
N 1.214 -0.204 -0.383
H 1.728 1.940 -1.235
H -1.248 -0.584 -1.938
H -0.505 0.486 -2.971
H 0.187 2.530 -1.122
H 0.154 -2.061 -0.418
H 1.806 -2.078 0.283
H 1.547 -1.890 -1.475
```

Properties
* LUMO (alpha / beta): -0.028 / -0.027 hartree
* Kohn-Sham gap (alpha / beta): 7.2 / 7.2 eV
* HOMO level (alpha / beta): -7.9 / -7.9 eV
* total charge: 0
* relative energy (zero: lowest compared OMol25 entry of this formula, charge and spin): 91.90 kcal per mole

Atomic partial charges in e from the Mulliken method, atoms 1 to 6: C -0.884; N -0.193; C 0.490; O -0.535; O -0.753; H 0.327